Computed, not measured: a 11-piece molecular cluster, C51H121N3O11 overall at a distorted geometry, with the ωB97M-V functional and the def2-TZVPD basis.

```
186
Properties=species:S:1:pos:R:3:forces:R:3:lowdin_charge:R:1
C 2.977 1.645 6.637 -0.76 -0.56 -0.10 -0.020
C 2.808 0.119 6.524 0.31 -0.93 0.15 -0.503
C 1.608 -0.281 5.665 0.82 0.02 -0.85 -0.141
C 1.885 -0.054 4.187 0.46 -0.44 -0.87 -0.160
C 3.169 -0.808 3.714 -0.74 1.26 0.36 -0.124
C 4.386 -0.377 4.521 -1.43 0.12 0.65 -0.522
N 4.019 -0.604 5.993 -0.84 0.17 -1.40 -0.074
O 5.113 -0.189 6.765 0.72 0.32 0.50 -0.045
C 5.439 -1.371 4.164 0.51 -0.22 -0.68 -0.046
C 4.806 1.043 4.185 0.91 0.47 1.60 -0.021
C 2.530 -0.487 7.919 0.88 -0.34 0.26 -0.046
H 3.878 1.900 7.208 -0.33 0.15 -0.36 0.094
H 2.074 1.933 7.156 -0.07 0.46 0.68 0.077
H 2.856 2.164 5.680 0.64 -0.15 0.16 0.065
H 1.437 -1.339 5.800 -0.17 -0.39 0.26 0.117
H 0.743 0.264 6.021 -0.30 0.14 0.00 0.116
H 2.015 1.008 4.006 0.06 0.25 -0.15 0.084
H 1.069 -0.363 3.526 -0.18 -0.03 0.30 0.095
H 3.403 -0.592 2.659 -0.31 -0.08 0.21 0.115
H 3.076 -1.878 3.832 -0.39 -0.39 -0.02 0.115
H 5.070 -2.348 4.431 0.31 -0.47 0.63 0.088
H 5.483 -1.440 3.071 0.33 0.32 0.01 0.065
H 6.430 -1.132 4.548 0.03 -0.22 0.10 0.093
H 5.543 1.101 3.410 0.11 -0.22 -0.92 0.071
H 4.019 1.771 4.023 -0.16 -0.18 -0.22 0.067
H 5.384 1.392 5.058 -0.28 0.11 -0.15 0.090
H 2.585 -1.589 7.933 -0.45 0.35 -0.54 0.090
H 1.595 -0.156 8.394 0.28 0.05 -0.33 0.089
H 3.375 -0.251 8.553 0.04 0.51 0.46 0.068
H 5.648 -0.983 6.854 -0.04 -0.07 0.15 0.106
C 8.104 -1.945 -2.193 0.34 -0.64 -1.36 -0.059
C 7.005 -1.712 -1.216 -0.58 0.21 0.89 -0.517
C 7.036 -0.222 -0.848 -0.88 -0.03 1.26 -0.125
C 5.835 0.168 0.038 0.18 -0.87 -0.96 -0.166
C 4.546 -0.133 -0.711 0.12 0.69 0.10 -0.156
C 4.389 -1.571 -1.234 -0.49 -0.35 0.50 -0.458
N 5.688 -1.963 -1.875 -0.01 1.87 0.20 -0.103
O 5.656 -3.232 -2.421 -0.50 -0.61 0.41 -0.004
C 3.854 -2.506 -0.089 1.34 0.63 0.15 -0.008
C 3.263 -1.476 -2.287 0.55 -0.07 0.14 -0.049
C 7.373 -2.605 -0.003 -0.50 0.80 0.30 -0.016
H 9.067 -1.734 -1.751 0.23 0.14 0.23 0.085
H 7.978 -1.284 -3.035 -0.02 0.17 -0.50 0.086
H 8.135 -2.977 -2.570 -0.09 0.28 0.15 0.094
H 7.891 0.039 -0.227 0.58 -0.28 -0.37 0.122
H 7.033 0.392 -1.743 0.08 0.03 -0.23 0.121
H 5.942 1.216 0.288 -0.29 0.25 0.22 0.108
H 5.877 -0.433 0.944 0.01 0.15 0.32 0.078
H 4.491 0.527 -1.576 0.20 0.04 -0.22 0.098
H 3.684 0.190 -0.112 -0.09 -0.49 0.03 0.122
H 4.077 -3.556 -0.187 0.07 -0.54 -0.52 0.067
H 4.363 -2.233 0.831 -0.06 0.12 0.39 0.055
H 2.787 -2.436 0.071 -0.26 0.29 -0.14 0.079
H 2.539 -0.722 -1.916 0.14 -0.60 -0.33 0.073
H 3.746 -1.109 -3.190 -0.31 0.04 -0.27 0.088
H 2.770 -2.441 -2.477 0.15 0.35 0.01 0.084
H 7.199 -3.666 -0.200 0.09 0.14 0.17 0.087
H 6.947 -2.271 0.947 -0.60 -0.36 -0.17 0.064
H 8.419 -2.405 0.168 0.55 -0.46 -0.06 0.075
H 5.486 -3.760 -1.631 -0.02 -0.90 -0.22 0.076
C -2.244 -3.113 0.657 0.05 0.41 0.40 -0.007
C -3.369 -3.942 0.059 0.68 -0.79 -1.46 -0.539
C -4.369 -3.067 -0.661 -0.01 0.68 -0.39 -0.142
C -3.935 -2.539 -2.003 -0.56 1.61 -0.58 -0.206
C -3.513 -3.614 -2.936 0.79 -1.38 0.93 -0.133
C -2.358 -4.488 -2.279 -1.02 -0.28 -0.35 -0.452
N -2.929 -4.967 -0.931 -0.05 0.75 -1.11 -0.067
O -2.013 -5.832 -0.274 0.34 0.29 -0.21 -0.024
C -2.252 -5.686 -3.210 -0.52 -1.38 0.41 -0.056
C -1.047 -3.707 -2.209 -0.02 0.11 0.27 -0.024
C -4.177 -4.590 1.122 -0.56 -0.91 0.69 -0.049
H -2.310 -2.143 0.157 0.74 0.06 0.10 0.060
H -1.237 -3.573 0.614 -0.65 0.28 -0.12 0.097
H -2.497 -2.929 1.708 0.26 0.05 -0.10 0.065
H -5.249 -3.665 -0.875 -0.35 -0.10 0.29 0.128
H -4.631 -2.235 0.008 -0.20 -0.19 -0.15 0.116
H -3.182 -1.742 -1.958 0.08 -0.09 0.26 0.095
H -4.805 -2.051 -2.472 0.12 0.12 0.26 0.122
H -3.257 -3.247 -3.927 0.43 0.07 -0.01 0.109
H -4.365 -4.285 -3.084 0.06 -0.12 0.03 0.120
H -1.951 -5.424 -4.220 0.06 0.30 -0.06 0.080
H -1.603 -6.500 -2.879 0.41 0.33 0.21 0.077
H -3.234 -6.186 -3.269 0.18 0.36 -0.11 0.088
H -0.234 -4.199 -1.649 -0.55 0.05 0.04 0.094
H -0.631 -3.492 -3.197 -0.30 -0.09 -0.06 0.068
H -1.318 -2.761 -1.751 0.59 0.22 0.15 0.038
H -4.954 -5.222 0.711 -0.15 -0.21 -0.35 0.091
H -4.698 -3.769 1.585 -0.19 0.14 0.80 0.069
H -3.649 -5.204 1.847 0.33 0.23 0.12 0.091
H -2.462 -6.670 -0.368 0.04 -0.44 0.10 0.098
C -0.246 3.450 3.491 0.33 0.52 -1.30 -0.049
C -1.591 4.041 3.076 -0.13 0.15 -0.59 -0.408
C -1.526 5.342 2.190 0.00 -1.26 0.79 -0.019
O -2.305 3.042 2.309 0.05 0.54 -0.33 -0.099
H 0.350 3.190 2.595 -0.34 0.22 0.13 0.088
H -0.357 2.504 4.014 -0.06 0.18 0.54 0.068
H 0.334 4.213 4.007 0.04 -0.27 0.49 0.083
H -2.214 4.187 3.958 0.10 0.50 0.17 0.133
H -0.869 5.153 1.339 0.15 0.08 0.07 0.072
H -1.165 6.194 2.774 0.05 -0.18 -0.11 0.082
H -2.511 5.576 1.785 0.01 -0.05 0.24 0.066
H -2.653 2.387 2.911 -0.13 -0.31 0.24 0.081
C -6.728 1.326 -1.049 1.03 0.37 1.12 -0.035
C -5.608 0.834 -0.056 0.43 0.30 0.40 -0.411
C -4.820 1.956 0.738 -1.08 -0.27 -0.97 -0.039
O -6.071 -0.201 0.854 0.09 0.60 -0.55 -0.080
H -7.421 2.015 -0.544 -0.14 -0.47 0.02 0.074
H -7.231 0.459 -1.490 0.02 0.28 0.18 0.077
H -6.273 1.941 -1.832 0.11 -0.28 -0.06 0.063
H -4.847 0.350 -0.681 -0.17 -0.22 0.17 0.112
H -4.213 2.490 0.016 -0.17 0.48 -0.23 0.059
H -4.079 1.616 1.453 -0.28 -0.75 0.06 0.031
H -5.495 2.648 1.265 0.13 -0.12 -0.25 0.089
H -6.659 0.216 1.494 0.00 -0.03 -0.04 0.088
C -1.422 5.992 -3.109 -0.96 -0.98 0.55 -0.030
C -1.656 5.100 -1.883 -0.86 0.66 1.01 -0.491
C -2.960 5.447 -1.145 -0.78 0.51 -1.57 -0.054
O -1.680 3.749 -2.283 0.33 -0.26 -0.12 -0.074
H -0.526 5.673 -3.646 -0.03 0.27 0.10 0.070
H -1.402 7.028 -2.780 0.23 0.09 -0.25 0.080
H -2.307 5.827 -3.747 0.38 0.27 -0.08 0.080
H -0.952 5.342 -1.090 1.19 -0.52 -0.23 0.118
H -3.003 6.512 -0.943 0.21 0.24 0.43 0.080
H -3.220 4.881 -0.261 0.46 -0.26 0.23 0.054
H -3.782 5.309 -1.845 -0.30 -0.23 -0.16 0.076
H -1.673 3.174 -1.488 -0.14 0.11 -0.17 0.043
C -3.131 3.381 -5.808 0.92 1.17 -0.18 -0.059
C -4.019 2.451 -5.045 0.27 -1.05 0.03 -0.503
C -3.400 1.089 -4.886 1.09 -0.79 0.52 -0.071
O -4.443 2.966 -3.786 -0.59 -0.05 -0.65 -0.042
H -3.587 4.369 -5.893 -0.34 -0.14 -0.49 0.080
H -2.820 2.976 -6.783 -0.42 0.18 0.22 0.090
H -2.193 3.644 -5.299 -0.05 -0.58 0.32 0.072
H -4.865 2.183 -5.663 -0.91 0.82 0.10 0.133
H -2.464 1.133 -4.323 0.05 0.18 0.25 0.060
H -3.068 0.648 -5.836 -0.50 0.08 0.06 0.077
H -4.073 0.418 -4.336 0.07 0.07 -0.30 0.084
H -3.661 3.254 -3.313 0.58 0.12 0.28 0.045
C 1.595 3.032 -3.513 0.07 0.58 0.02 -0.050
C 2.166 2.600 -2.175 0.07 -0.04 0.41 -0.508
C 3.548 3.194 -1.941 0.18 -0.17 -0.52 -0.057
O 1.396 3.055 -1.080 -0.18 -0.09 0.31 -0.049
H 0.595 2.658 -3.753 0.26 -0.51 0.13 0.070
H 2.347 2.768 -4.260 -0.36 0.02 -0.32 0.083
H 1.443 4.113 -3.511 0.34 0.15 -0.01 0.075
H 2.227 1.500 -2.197 0.02 0.00 0.26 0.104
H 4.223 2.768 -2.686 0.12 0.35 -0.22 0.077
H 4.024 2.967 -0.982 -0.58 -0.05 0.07 0.073
H 3.456 4.281 -2.051 0.28 -0.17 -0.02 0.089
H 0.481 2.786 -1.192 -0.29 -0.01 -0.01 0.039
C -3.792 -0.499 3.730 0.74 -0.77 0.24 -0.053
C -4.722 -1.710 3.932 0.61 1.77 -0.16 -0.492
C -4.060 -2.933 4.481 1.02 0.02 0.65 -0.063
O -5.672 -1.206 4.862 -0.82 0.14 -0.56 -0.041
H -4.343 0.393 3.445 -0.22 -0.15 -0.26 0.063
H -3.038 -0.761 2.989 0.10 0.25 -0.31 0.063
H -3.265 -0.256 4.655 -0.01 -0.12 0.16 0.080
H -5.115 -1.879 2.919 -0.68 -0.27 0.42 0.119
H -3.255 -3.270 3.826 -0.04 -0.09 -0.02 0.065
H -4.755 -3.758 4.617 -0.16 -0.07 -0.06 0.085
H -3.591 -2.697 5.467 -0.32 -0.15 -0.60 0.102
H -5.745 -1.812 5.587 -0.19 -0.48 0.46 0.069
C -1.015 0.392 -1.505 1.70 -0.57 0.76 -0.016
C -1.383 0.743 -0.066 -1.89 -0.28 -0.22 -0.470
C -0.496 0.318 1.075 0.82 -0.46 -1.14 -0.031
O -1.566 2.136 -0.105 0.10 1.07 -0.13 -0.089
H -1.693 0.778 -2.260 0.07 0.44 0.20 0.078
H -0.936 -0.665 -1.675 -0.39 -0.85 0.19 0.050
H 0.046 0.657 -1.647 -0.35 0.62 -0.40 0.074
H -2.353 0.249 0.116 -0.21 0.21 0.01 0.121
H 0.473 0.777 0.905 0.39 0.12 0.30 0.083
H -0.380 -0.756 0.948 0.16 -0.25 0.39 0.075
H -0.854 0.540 2.080 -0.23 0.12 -0.21 0.067
H -1.830 2.519 0.754 0.04 -0.30 0.15 0.055
C 0.938 -0.635 -4.658 -0.99 -1.23 -0.39 -0.037
C 0.076 -0.987 -5.927 -0.77 -0.44 1.78 -0.453
C -1.245 -1.798 -5.670 1.57 0.22 0.58 -0.041
O -0.352 0.177 -6.564 -0.13 0.79 -0.66 -0.051
H 0.365 -0.022 -3.958 0.14 0.29 -0.25 0.057
H 1.913 -0.204 -4.916 -0.37 0.13 -0.02 0.080
H 1.139 -1.568 -4.115 0.11 0.09 -0.14 0.059
H 0.679 -1.620 -6.552 0.52 -0.17 -0.71 0.118
H -0.994 -2.819 -5.399 0.10 -0.25 0.05 0.059
H -1.854 -1.840 -6.555 -0.14 0.19 -0.47 0.076
H -1.822 -1.391 -4.852 -0.19 0.34 0.22 0.053
H 0.369 0.810 -6.599 0.09 0.07 -0.03 0.089
```
Forces are in eV/Å.

Computed properties:
SMILES: CC1(C)CCCC(C)(C)N1O.CC1(C)CCCC(C)(C)N1O.CC1(C)CCCC(C)(C)N1O.CC(C)O.CC(C)O.CC(C)O.CC(C)O.CC(C)O.CC(C)O.CC(C)O.CC(C)O
E_tot, eV: -81838.077
Relative energy (zero: lowest compared OMol25 entry of this formula, charge and spin), kcal/mol: 45.2
Multiplicity: 1